(1)
DFT (the ωB97M-V functional and the def2-TZVPD basis) results for C36H36CoNP as an isolated structure in a non-equilibrium geometry.

```
75
Properties=species:S:1:pos:R:3:forces:R:3
Co 1.063 -0.179 1.004 0.929 -1.625 0.672
C 1.563 -1.370 2.762 -0.194 -0.075 -0.072
C 2.756 -0.883 2.103 -0.154 0.245 0.352
C 2.826 -1.479 0.847 -0.074 0.103 -0.489
C 1.648 -2.302 0.687 -0.372 0.607 -0.549
C 0.896 -2.243 1.878 -0.001 -0.059 0.488
C -0.289 -3.078 2.227 -0.029 0.009 0.084
C 1.346 -3.146 -0.505 0.132 0.013 -0.055
C 3.946 -1.333 -0.133 0.115 -0.083 0.090
C 3.776 0.029 2.710 0.089 -0.027 -0.075
C 1.233 -1.204 4.211 -0.093 0.073 0.015
H -1.020 -2.527 2.820 0.002 -0.013 -0.004
H 0.026 -3.949 2.807 0.032 0.017 0.023
H -0.798 -3.444 1.343 0.013 -0.062 -0.036
H 1.554 -2.597 -1.423 -0.023 0.002 0.002
H 0.306 -3.466 -0.515 -0.010 0.007 -0.006
H 1.970 -4.043 -0.499 -0.005 -0.008 0.011
H 3.958 -0.341 -0.579 0.047 0.011 0.017
H 3.853 -2.052 -0.944 -0.021 0.008 -0.001
H 4.901 -1.504 0.368 -0.005 -0.035 -0.001
H 4.080 0.811 2.012 0.009 -0.016 -0.015
H 4.675 -0.527 2.981 -0.005 -0.010 0.005
H 3.413 0.499 3.625 0.001 -0.006 0.008
H 1.775 -1.947 4.801 0.003 -0.013 -0.014
H 0.170 -1.356 4.404 0.011 0.031 -0.005
H 1.526 -0.232 4.613 0.010 -0.004 0.016
N 0.886 1.340 2.423 0.124 0.153 -0.385
C -0.088 2.378 2.177 -0.002 0.093 -0.005
C -0.024 3.620 2.788 0.004 -0.003 0.016
C -1.027 4.543 2.533 0.001 0.017 0.017
C -2.083 4.224 1.687 0.011 -0.023 -0.006
C -2.126 2.985 1.072 -0.041 0.016 0.049
C -1.122 2.051 1.321 -0.082 0.105 -0.069
P -0.963 0.487 0.432 -0.257 -0.337 -0.312
C -2.285 -0.616 0.984 -0.071 0.113 0.119
C -3.092 -0.304 2.075 -0.011 -0.008 0.030
C -4.068 -1.196 2.498 -0.007 0.004 -0.002
C -4.256 -2.393 1.824 -0.003 0.000 0.007
C -3.457 -2.707 0.732 -0.030 -0.008 -0.004
C -2.466 -1.831 0.324 -0.037 0.000 -0.053
C -1.444 1.012 -1.239 0.030 -0.020 -0.045
C -2.531 0.476 -1.917 -0.034 -0.064 -0.051
C -2.871 0.952 -3.180 -0.018 -0.016 0.019
C -2.141 1.974 -3.756 0.053 0.045 0.002
C -1.067 2.533 -3.069 -0.042 0.013 -0.054
C -0.717 2.054 -1.822 -0.095 0.042 0.027
H 1.770 1.721 2.747 0.020 0.095 -0.142
H 0.528 0.776 3.189 0.094 0.021 0.067
H 0.794 3.866 3.454 0.006 0.001 -0.005
H -0.983 5.519 2.998 0.000 -0.001 -0.002
H -2.859 4.951 1.491 0.002 0.005 0.002
H -2.921 2.748 0.376 0.002 -0.008 0.005
H -2.972 0.640 2.592 0.014 -0.001 -0.003
H -4.691 -0.946 3.347 -0.003 -0.004 0.000
H -5.026 -3.080 2.147 0.001 -0.003 -0.004
H -3.602 -3.641 0.204 0.003 0.000 0.001
H -1.832 -2.090 -0.518 0.004 0.015 -0.009
H -3.129 -0.309 -1.476 0.012 0.031 -0.010
H -3.712 0.521 -3.705 -0.006 -0.002 0.012
H -2.404 2.344 -4.739 0.000 -0.005 -0.002
H -0.497 3.336 -3.516 0.013 -0.001 0.000
H 0.132 2.481 -1.306 -0.010 0.015 0.021
C 1.467 0.089 -0.827 -0.350 0.706 0.306
C 1.464 0.119 -2.038 0.311 -0.082 0.071
C 1.411 0.188 -3.468 0.029 0.020 -0.058
C 2.122 1.168 -4.166 0.010 -0.011 0.018
C 2.022 1.256 -5.544 -0.017 -0.003 0.005
C 1.210 0.373 -6.244 0.003 0.010 -0.018
C 0.503 -0.605 -5.558 0.004 -0.001 0.012
C 0.603 -0.700 -4.180 -0.028 -0.016 -0.022
H 2.752 1.857 -3.617 -0.007 -0.011 0.006
H 2.581 2.016 -6.074 -0.006 -0.003 -0.012
H 1.133 0.444 -7.321 0.000 0.000 0.001
H -0.129 -1.299 -6.099 0.003 0.004 -0.010
H 0.050 -1.461 -3.644 -0.004 0.019 0.011
```
Positions in Å, forces in eV/Å.

- Max |F|: 1.99 eV/A
- Total charge: +1
- Orbital gap (alpha / beta): 0.27149 / 0.27153 Ha
- Spin multiplicity: 1
- Energy above the lowest of the compared OMol25 structures with the same formula, charge and spin: 0.186 eV
- Total energy: -3172.05088 Eh

***

(2)
DFT (the ωB97M-V functional and the def2-TZVPD basis) results for C15H19BCdF6N7O4S2 as an isolated structure.

```
55
Properties=species:S:1:pos:R:3:forces:R:3
Cd 0.699 0.078 0.064 0.482 -0.045 0.244
C -1.547 -3.233 2.082 -0.015 0.013 0.003
C -0.576 -2.825 1.164 0.054 -0.038 0.010
N -0.062 -1.652 1.514 -0.254 0.148 -0.165
N -0.697 -1.271 2.640 0.102 -0.014 0.057
C -1.589 -2.204 3.002 -0.012 -0.029 0.038
B -0.350 0.047 3.371 -0.054 -0.056 -0.026
N 1.170 0.156 3.562 -0.023 0.017 0.030
C 1.875 -0.023 4.696 0.027 0.000 0.018
C 3.214 0.090 4.389 -0.018 -0.009 0.000
C 3.223 0.341 3.008 0.008 0.001 -0.008
N 1.992 0.379 2.522 -0.019 -0.014 -0.059
N -0.879 1.259 2.570 0.080 0.057 0.011
C -1.674 2.235 3.033 -0.028 -0.013 0.010
C -1.861 3.168 2.035 0.021 0.000 -0.018
C -1.121 2.669 0.960 -0.004 0.014 -0.025
N -0.531 1.529 1.296 -0.165 -0.117 -0.141
H -2.141 -4.130 2.068 0.003 -0.004 0.005
H -0.234 -3.314 0.267 -0.019 0.018 -0.018
H -2.186 -2.071 3.889 0.004 0.000 0.004
H -0.890 0.044 4.449 -0.015 -0.006 -0.011
H 1.373 -0.216 5.629 -0.008 0.004 0.003
H 4.053 0.005 5.059 0.000 0.003 0.004
H 4.064 0.491 2.349 0.002 0.005 -0.007
H -2.055 2.188 4.040 0.015 0.001 0.006
H -2.452 4.066 2.071 -0.007 -0.001 -0.001
H -1.003 3.061 -0.036 0.009 -0.009 -0.034
F -2.237 1.052 -5.525 0.058 -0.056 0.073
C -1.315 0.921 -4.564 -0.023 -0.002 -0.020
F -0.245 1.644 -4.911 -0.070 -0.020 -0.001
F -0.956 -0.362 -4.504 -0.019 0.100 -0.012
S -1.979 1.522 -2.937 0.052 -0.049 -0.045
O -0.799 1.742 -2.136 -0.088 -0.049 0.051
O -2.794 2.641 -3.294 0.020 0.023 0.002
N -2.867 0.318 -2.451 0.095 0.069 0.127
S -2.342 -0.712 -1.377 -0.057 -0.152 -0.221
O -2.722 -0.398 -0.032 0.027 -0.001 0.008
O -0.992 -1.197 -1.598 -0.144 0.179 0.194
C -3.409 -2.133 -1.866 -0.008 -0.001 0.020
F -3.097 -3.187 -1.102 -0.034 0.037 -0.036
F -4.701 -1.850 -1.686 0.063 -0.038 -0.021
F -3.218 -2.468 -3.142 -0.012 -0.008 0.046
C 2.625 1.500 -2.635 0.044 0.009 0.014
C 2.916 0.044 -2.288 0.030 -0.001 0.024
C 2.108 -0.890 -3.182 0.002 0.009 0.005
C 2.662 -0.238 -0.809 -0.050 0.019 -0.165
H 2.867 1.721 -3.678 0.006 -0.006 0.003
H 3.205 2.175 -2.000 0.010 0.000 0.001
H 1.568 1.723 -2.480 -0.043 0.006 -0.007
H 3.983 -0.134 -2.500 -0.020 -0.013 -0.008
H 1.041 -0.787 -2.975 0.012 0.008 0.006
H 2.379 -1.934 -3.005 -0.008 -0.003 0.012
H 2.271 -0.671 -4.241 0.010 -0.007 0.001
H 3.333 0.373 -0.196 -0.025 0.012 0.021
H 2.900 -1.283 -0.577 0.006 0.010 -0.007
```
Positions in Å, forces in eV/Å.

- Max |F|: 0.54 eV/A
- Total charge: -1
- Orbital gap: 0.31010 Ha
- Spin multiplicity: 1
- Energy above the lowest of the compared OMol25 structures with the same formula, charge and spin: 0.134 eV
- Total energy: -2855.58263 Eh

***

(3)
DFT (the ωB97M-V functional and the def2-TZVPD basis) results for one molecule with the formula C3H6S3Si in a non-equilibrium geometry.

```
13
Properties=species:S:1:pos:R:3:forces:R:3
C 0.139 -0.091 1.385 -2.345 2.483 -0.793
C -0.469 1.014 -0.720 -1.513 0.267 3.184
C 0.568 0.228 -0.023 2.755 0.399 -0.342
Si -0.542 -1.216 -2.554 -0.737 -1.163 1.486
S -1.756 -0.090 1.374 0.197 -1.017 -0.240
S -1.975 -0.045 -0.694 0.744 0.747 -0.646
S 1.099 -1.187 -0.990 0.061 -0.995 -0.450
H 0.478 -0.975 1.800 0.895 -1.533 0.789
H 0.250 0.830 1.964 0.659 -0.507 0.430
H -0.684 1.799 -0.001 -0.476 0.526 -0.085
H -0.147 1.493 -1.560 0.453 0.614 -2.856
H 1.507 0.871 0.013 -1.133 -0.516 0.214
H -1.103 -2.609 -2.015 0.441 0.695 -0.691
```
Positions in Å, forces in eV/Å.

- Max |F|: 3.54 eV/A
- Orbital gap: 0.25933 Ha
- Spin multiplicity: 1
- Energy above the lowest of the compared OMol25 structures with the same formula, charge and spin: 2.614 eV
- Total energy: -1601.90267 Eh

***

energy above the lowest of the compared OMol25 structures with the same formula, charge and spin of number 3 (C3H6S3Si)? 2.614 eV

***

Among the records above, which one has the lowest energy above the lowest of the compared OMol25 structures with the same formula, charge and spin? C15H19BCdF6N7O4S2

***

Which of these has the highest energy above the lowest of the compared OMol25 structures with the same formula, charge and spin? C3H6S3Si